[1]
{
  "formula": "C20H34BrF3O12S4",
  "method": "ωB97M-V with the def2-TZVPD basis set",
  "charge": 0,
  "multiplicity": 1,
  "smiles": "O=C1O[C@H](C(F)(F)F)[C@@](O)(Br)O1.O=S1(=O)CCCC1.O=S1(=O)CCCC1.O=S1(=O)CCCC1.O=S1(=O)CCCC1",
  "homo_ha": -0.3663,
  "e_lumo_ev": 0.4,
  "species": ["O", "C", "O", "C", "C", "F", "F", "F", "C", "O", "Br", "O", "H", "H", "O", "S", "O", "C", "C", "C", "C", "H", "H", "H", "H", "H", "H", "H", "H", "O", "S", "O", "C", "C", "C", "C", "H", "H", "H", "H", "H", "H", "H", "H", "O", "S", "O", "C", "C", "C", "C", "H", "H", "H", "H", "H", "H", "H", "H", "O", "S", "O", "C", "C", "C", "C", "H", "H", "H", "H", "H", "H", "H", "H"],
  "coordinates": [[-3.43, 1.90, 3.05], [-2.85, 1.03, 2.37], [-3.29, 0.43, 1.11], [-2.06, 0.46, 0.35], [-2.13, 0.00, -1.18], [-3.36, -0.72, -1.35], [-1.08, -0.84, -1.60], [-2.18, 1.12, -2.09], [-1.12, -0.31, 1.38], [-1.41, -1.68, 1.73], [0.85, -0.12, 1.07], [-1.58, 0.39, 2.60], [-1.60, 1.51, 0.28], [-1.91, -2.13, 1.01], [1.10, -3.22, -0.36], [2.42, -3.41, 0.21], [3.45, -2.40, 0.13], [2.24, -3.91, 1.91], [2.13, -5.43, 1.85], [3.19, -5.87, 0.84], [3.07, -4.96, -0.39], [1.35, -3.44, 2.35], [3.13, -3.60, 2.45], [2.29, -5.88, 2.83], [1.14, -5.72, 1.49], [4.19, -5.76, 1.28], [3.07, -6.93, 0.56], [4.04, -4.79, -0.86], [2.37, -5.37, -1.12], [-3.11, 4.93, -0.26], [-4.48, 5.19, -0.61], [-4.87, 5.60, -1.95], [-5.47, 3.79, -0.13], [-5.87, 4.08, 1.31], [-6.26, 5.56, 1.33], [-5.17, 6.34, 0.58], [-4.88, 2.87, -0.23], [-6.34, 3.75, -0.79], [-6.69, 3.44, 1.63], [-5.02, 3.92, 1.98], [-7.22, 5.69, 0.82], [-6.37, 5.94, 2.35], [-5.58, 7.20, 0.05], [-4.37, 6.65, 1.25], [-3.06, 7.81, -7.78], [-2.84, 8.47, -6.51], [-2.88, 9.90, -6.37], [-3.93, 7.74, -5.30], [-3.13, 6.57, -4.73], [-1.71, 7.09, -4.53], [-1.31, 7.85, -5.80], [-4.86, 7.43, -5.77], [-4.12, 8.49, -4.53], [-3.57, 6.20, -3.80], [-3.12, 5.74, -5.45], [-1.69, 7.78, -3.67], [-1.01, 6.28, -4.32], [-0.65, 8.69, -5.58], [-0.85, 7.19, -6.53], [5.71, -6.41, 2.20], [7.03, -6.60, 2.76], [8.06, -5.58, 2.68], [6.85, -7.10, 4.46], [6.75, -8.62, 4.40], [7.81, -9.06, 3.39], [7.68, -8.15, 2.17], [5.96, -6.63, 4.90], [7.74, -6.78, 5.00], [6.90, -9.07, 5.38], [5.75, -8.91, 4.05], [8.80, -8.95, 3.84], [7.69, -10.11, 3.12], [8.65, -7.98, 1.70], [6.98, -8.56, 1.44]]
}

[2]
{
  "formula": "C20H34Cl3GeN4O4P2SV",
  "method": "ωB97M-V with the def2-TZVPD basis set",
  "relative_energy_kj_mol": 0.00,
  "s2": 2.016,
  "charge": 2,
  "multiplicity": 3,
  "homo_ha": [-0.5296, -0.5298],
  "e_lumo_ev": [-6.4, -5.6],
  "species": ["V", "C", "N", "C", "P", "O", "O", "P", "O", "N", "C", "C", "N", "C", "C", "N", "C", "C", "H", "H", "H", "H", "H", "H", "H", "H", "H", "H", "H", "H", "H", "H", "H", "H", "H", "H", "H", "H", "H", "H", "H", "H", "Cl", "Ge", "Cl", "Cl", "O", "S", "C", "C", "C", "C", "C", "C", "C", "C", "C", "C", "C", "C", "H", "H", "H", "H", "H", "H", "H", "H", "H", "H"],
  "coordinates": [[0.53, -0.21, 0.27], [2.67, -0.64, 5.17], [2.80, -0.04, 3.83], [4.18, 0.29, 3.42], [1.62, -0.13, 2.77], [1.83, 0.72, 1.53], [0.29, 0.32, 3.54], [-0.94, 1.02, 2.73], [-1.10, 0.25, 1.42], [-2.21, 0.78, 3.69], [-3.56, 0.78, 3.11], [-2.15, 1.31, 5.07], [-0.43, 2.53, 2.46], [-1.18, 3.34, 1.49], [0.31, 3.32, 3.45], [1.20, -1.62, 2.09], [2.43, -2.39, 1.73], [0.20, -2.49, 2.76], [3.10, 0.04, 5.90], [3.21, -1.59, 5.22], [1.63, -0.80, 5.43], [4.59, 1.01, 4.13], [4.19, 0.74, 2.43], [4.80, -0.60, 3.42], [-3.55, 0.40, 2.10], [-3.99, 1.79, 3.12], [-4.20, 0.13, 3.71], [-1.14, 1.24, 5.47], [-2.80, 0.70, 5.69], [-2.49, 2.34, 5.11], [-1.73, 2.71, 0.79], [-0.47, 3.94, 0.92], [-1.88, 4.01, 1.99], [0.90, 2.68, 4.10], [-0.37, 3.92, 4.06], [0.98, 3.99, 2.92], [3.20, -1.73, 1.34], [2.17, -3.11, 0.95], [2.80, -2.91, 2.61], [-0.67, -1.92, 3.05], [0.64, -2.97, 3.64], [-0.10, -3.26, 2.05], [2.19, 3.10, -1.08], [0.80, 1.51, -1.46], [2.26, -0.60, -1.14], [0.48, 1.54, -3.56], [-0.65, -1.33, -0.70], [-0.33, -2.85, -0.99], [-1.91, -3.60, -0.82], [-3.07, -2.87, -1.06], [-4.28, -3.54, -0.97], [-4.32, -4.89, -0.66], [-3.14, -5.60, -0.43], [-1.92, -4.94, -0.50], [0.00, -2.90, -2.71], [-0.66, -2.05, -3.59], [-0.37, -2.17, -4.94], [0.54, -3.12, -5.38], [1.18, -3.96, -4.49], [0.92, -3.85, -3.13], [-3.03, -1.82, -1.30], [-5.21, -3.00, -1.15], [-5.27, -5.41, -0.61], [-3.18, -6.65, -0.18], [-1.00, -5.48, -0.31], [-1.36, -1.31, -3.23], [-0.86, -1.51, -5.65], [0.75, -3.21, -6.44], [1.89, -4.69, -4.84], [1.44, -4.49, -2.42]]
}

[3]
{
  "formula": "C20H34Cl4O8S",
  "method": "ωB97M-V with the def2-TZVPD basis set",
  "charge": 0,
  "multiplicity": 1,
  "smiles": "O=S1(=O)CCCC1.O=C1CCCO1.O=C1CCCO1.O=C1CCCO1.ClCCCl.ClCCCl",
  "homo_ha": -0.3667,
  "e_lumo_ev": 0.0,
  "species": ["O", "S", "O", "C", "C", "C", "C", "H", "H", "H", "H", "H", "H", "H", "H", "O", "C", "C", "C", "C", "O", "H", "H", "H", "H", "H", "H", "O", "C", "C", "C", "C", "O", "H", "H", "H", "H", "H", "H", "O", "C", "C", "C", "C", "O", "H", "H", "H", "H", "H", "H", "Cl", "C", "C", "Cl", "H", "H", "H", "H", "Cl", "C", "C", "Cl", "H", "H", "H", "H"],
  "coordinates": [[-0.96, 3.98, 3.63], [-0.72, 2.98, 4.60], [-0.09, 3.32, 5.92], [-2.22, 1.84, 5.00], [-1.70, 0.51, 4.39], [-0.72, 0.76, 3.16], [0.25, 1.67, 3.78], [-3.07, 2.11, 4.37], [-2.35, 2.05, 6.06], [-1.05, -0.01, 5.10], [-2.46, -0.27, 4.31], [-1.07, 1.29, 2.27], [-0.28, -0.15, 2.76], [0.87, 2.25, 3.10], [0.96, 1.30, 4.52], [0.86, 4.21, -0.20], [-0.34, 4.18, -0.22], [-1.17, 5.14, 0.58], [-2.62, 4.62, 0.34], [-2.49, 3.56, -0.69], [-1.12, 3.40, -1.05], [-0.91, 5.36, 1.62], [-1.23, 6.14, 0.15], [-2.98, 4.22, 1.29], [-3.29, 5.37, -0.09], [-2.91, 2.68, -0.19], [-3.17, 3.89, -1.47], [1.14, 1.27, -6.49], [0.98, 0.05, -6.37], [0.89, -0.68, -5.03], [0.59, -2.02, -5.64], [1.14, -2.14, -6.96], [0.74, -0.80, -7.40], [1.85, -0.69, -4.50], [0.03, -0.29, -4.48], [1.04, -2.85, -5.09], [-0.46, -2.33, -5.63], [2.21, -2.34, -7.06], [0.64, -2.98, -7.44], [-1.39, -6.27, -3.68], [-1.53, -5.74, -2.60], [-0.74, -4.40, -2.18], [-1.32, -4.35, -0.73], [-2.35, -5.51, -0.41], [-2.39, -6.20, -1.60], [0.30, -4.62, -2.43], [-1.13, -3.54, -2.72], [-0.59, -4.32, 0.08], [-1.86, -3.42, -0.53], [-1.97, -6.18, 0.36], [-3.32, -5.10, -0.11], [2.56, 1.24, 0.89], [1.57, -0.05, 0.11], [0.78, 0.48, -1.06], [0.00, -0.94, -1.81], [0.93, -0.53, 0.84], [2.38, -0.75, -0.08], [1.37, 0.89, -1.88], [0.06, 1.24, -0.77], [2.92, -1.97, 2.71], [3.50, -0.61, 3.89], [4.94, -0.05, 3.40], [5.64, 1.08, 4.70], [3.42, -0.89, 4.94], [2.85, 0.27, 3.86], [4.94, 0.48, 2.45], [5.68, -0.85, 3.40]]
}

[4]
{
  "formula": "C20H34ClIIrN3O4",
  "method": "ωB97M-V with the def2-TZVPD basis set",
  "relative_energy_kj_mol": 16.37,
  "s2": 6.013,
  "charge": 0,
  "multiplicity": 5,
  "homo_ha": [-0.2133, -0.2749],
  "e_lumo_ev": [0.3, -0.7],
  "species": ["O", "C", "C", "C", "H", "C", "H", "C", "H", "C", "H", "C", "H", "H", "C", "C", "H", "H", "H", "C", "C", "H", "H", "H", "H", "Ir", "Cl", "C", "O", "N", "C", "C", "H", "H", "H", "H", "H", "H", "H", "H", "H", "C", "C", "N", "H", "C", "O", "H", "H", "H", "H", "H", "H", "C", "C", "N", "H", "C", "O", "H", "H", "H", "H", "I"],
  "coordinates": [[-1.55, 1.02, 0.42], [-2.40, 1.70, -0.45], [-3.82, 1.07, -0.42], [-4.04, -0.22, 0.06], [-3.20, -0.80, 0.43], [-5.31, -0.80, -0.02], [-5.42, -1.83, 0.32], [-6.39, -0.07, -0.53], [-7.38, -0.53, -0.60], [-6.17, 1.24, -0.98], [-7.01, 1.82, -1.39], [-4.90, 1.81, -0.92], [-4.70, 2.82, -1.29], [-2.54, 2.73, -0.06], [-0.74, 2.91, -1.97], [-1.83, 1.89, -1.86], [-0.63, 3.26, -3.01], [0.21, 2.45, -1.66], [-0.97, 3.77, -1.34], [-2.25, 1.10, -2.87], [-1.66, 1.03, -4.24], [-3.10, 0.42, -2.68], [-2.43, 1.28, -4.97], [-1.36, 0.00, -4.42], [-0.80, 1.70, -4.38], [0.11, -0.12, -0.02], [0.63, 0.09, -2.33], [2.20, -1.86, -0.96], [2.03, -1.02, -0.03], [3.33, -2.51, -1.14], [4.51, -2.12, -0.38], [3.39, -3.65, -2.04], [1.43, -2.12, -1.70], [4.22, -1.29, 0.27], [5.29, -1.81, -1.08], [4.84, -2.97, 0.21], [2.38, -3.87, -2.40], [3.77, -4.52, -1.52], [4.02, -3.45, -2.91], [-3.32, -0.83, 4.39], [-1.48, -2.74, 4.20], [-3.07, -0.69, 3.33], [-1.24, -2.39, 3.19], [-1.67, -0.99, 3.08], [-3.25, 0.35, 3.05], [-0.80, -0.02, 2.80], [0.28, -0.19, 2.16], [-0.17, -2.45, 3.00], [-1.12, 0.99, 3.12], [-3.72, -1.34, 2.73], [-1.78, -2.99, 2.46], [3.73, 3.78, 0.97], [2.32, 4.63, 3.07], [2.78, 3.95, 0.45], [1.43, 4.57, 2.44], [1.67, 3.65, 1.34], [2.74, 3.35, -0.46], [0.93, 2.54, 1.22], [1.25, 1.65, 0.39], [0.58, 4.19, 3.02], [0.04, 2.49, 1.88], [2.73, 5.01, 0.19], [1.20, 5.57, 2.06], [-1.15, -2.35, -0.20]]
}

[5]
{
  "formula": "C20H34N3O3",
  "method": "ωB97M-V with the def2-TZVPD basis set",
  "charge": 1,
  "multiplicity": 1,
  "smiles": "CCCn1c2c(c(O)c(C(=O)NCCC[NH+](CC)CC)c1=O)CCCC2",
  "homo_ha": -0.4051,
  "e_lumo_ev": -2.2,
  "species": ["C", "C", "C", "N", "C", "C", "C", "O", "C", "C", "O", "N", "C", "C", "C", "N", "C", "C", "C", "C", "C", "O", "C", "C", "C", "C", "H", "H", "H", "H", "H", "H", "H", "H", "H", "H", "H", "H", "H", "H", "H", "H", "H", "H", "H", "H", "H", "H", "H", "H", "H", "H", "H", "H", "H", "H", "H", "H", "H", "H"],
  "coordinates": [[-5.19, -3.57, -0.12], [-4.22, -2.48, -0.56], [-3.61, -1.78, 0.65], [-2.73, -0.68, 0.26], [-3.18, 0.60, 0.15], [-2.32, 1.61, -0.19], [-0.97, 1.31, -0.48], [-0.18, 2.32, -0.82], [-0.51, -0.01, -0.40], [0.87, -0.32, -0.73], [1.71, 0.59, -1.02], [1.25, -1.60, -0.70], [2.52, -2.08, -1.18], [3.59, -2.20, -0.09], [4.58, -1.03, -0.06], [3.96, 0.28, 0.20], [3.47, 0.44, 1.59], [4.56, 0.46, 2.65], [4.84, 1.40, -0.22], [4.81, 1.61, -1.72], [-1.42, -1.05, -0.01], [-1.10, -2.24, 0.11], [-2.75, 3.05, -0.30], [-4.09, 3.31, 0.38], [-5.07, 2.24, -0.08], [-4.63, 0.87, 0.42], [-6.00, -3.16, 0.47], [-5.61, -4.07, -0.99], [-4.67, -4.31, 0.48], [-3.42, -2.91, -1.16], [-4.75, -1.75, -1.18], [-4.37, -1.41, 1.33], [-2.98, -2.50, 1.19], [0.71, 1.95, -1.03], [0.50, -2.25, -0.42], [2.33, -3.07, -1.61], [2.87, -1.43, -1.99], [4.18, -3.10, -0.27], [3.11, -2.33, 0.88], [5.07, -0.98, -1.04], [5.35, -1.22, 0.68], [3.06, 0.36, -0.42], [2.90, 1.37, 1.63], [2.78, -0.38, 1.80], [4.09, 0.62, 3.62], [5.26, 1.28, 2.49], [5.11, -0.47, 2.70], [5.86, 1.20, 0.12], [4.48, 2.31, 0.27], [3.78, 1.73, -2.07], [5.27, 0.79, -2.26], [5.36, 2.51, -1.97], [-2.81, 3.31, -1.36], [-1.97, 3.68, 0.14], [-3.98, 3.26, 1.46], [-4.45, 4.30, 0.12], [-5.12, 2.24, -1.17], [-6.07, 2.45, 0.30], [-4.79, 0.82, 1.51], [-5.25, 0.10, -0.04]]
}

[6]
{
  "formula": "C20H34N4OP2SW",
  "method": "ωB97M-V with the def2-TZVPD basis set",
  "relative_energy_kj_mol": 19.18,
  "s2": 2.018,
  "charge": 4,
  "multiplicity": 3,
  "homo_ha": [-0.7713, -0.7715],
  "e_lumo_ev": [-12.9, -14.7],
  "species": ["W", "C", "C", "C", "C", "C", "C", "C", "H", "H", "H", "H", "H", "H", "H", "H", "C", "P", "C", "C", "C", "P", "C", "C", "H", "H", "H", "H", "H", "H", "H", "H", "H", "H", "H", "H", "H", "H", "H", "H", "S", "C", "C", "N", "C", "H", "H", "H", "C", "N", "C", "C", "O", "N", "C", "N", "H", "H", "H", "H", "H", "H", "H"],
  "coordinates": [[-0.75, 0.12, -0.69], [-2.61, 0.84, 2.51], [-2.49, 0.36, 1.11], [-2.33, -1.01, 0.80], [-2.50, -1.51, -0.52], [-2.91, -0.64, -1.54], [-3.01, 0.73, -1.27], [-2.71, 1.24, 0.02], [-2.14, 0.16, 3.22], [-3.68, 0.88, 2.75], [-2.22, 1.85, 2.65], [-2.24, -1.72, 1.61], [-2.50, -2.58, -0.68], [-3.28, -1.03, -2.49], [-3.46, 1.39, -2.02], [-2.97, 2.27, 0.25], [2.84, 0.12, 0.64], [1.35, 1.13, 0.37], [1.08, 2.01, 1.94], [1.99, 2.49, -0.70], [0.84, 3.37, -1.17], [-0.50, 2.41, -1.98], [-1.84, 3.65, -2.04], [0.00, 2.27, -3.72], [3.70, 0.79, 0.66], [2.99, -0.62, -0.15], [2.80, -0.39, 1.60], [2.00, 2.53, 2.20], [0.83, 1.31, 2.73], [0.28, 2.74, 1.85], [2.55, 2.08, -1.54], [2.69, 3.07, -0.10], [1.20, 4.11, -1.90], [0.41, 3.93, -0.34], [-1.39, 4.55, -2.45], [-2.23, 3.89, -1.06], [-2.64, 3.35, -2.71], [-0.04, 3.27, -4.15], [-0.68, 1.63, -4.28], [1.01, 1.89, -3.82], [2.05, -1.40, -4.14], [0.50, -2.10, -4.25], [-0.31, -1.60, -3.29], [0.28, -0.65, -2.47], [1.54, -0.46, -2.84], [0.26, -2.84, -4.99], [-1.34, -1.90, -3.16], [2.21, 0.22, -2.34], [1.89, -4.46, 3.59], [1.33, -3.37, 2.79], [1.25, -3.39, 1.34], [0.58, -2.07, 1.08], [0.33, -1.63, -0.10], [0.31, -1.44, 2.20], [0.77, -2.26, 3.23], [0.66, -1.95, 4.50], [2.46, -5.12, 2.94], [1.10, -5.05, 4.06], [2.56, -4.07, 4.35], [0.67, -4.24, 0.97], [2.25, -3.46, 0.88], [0.21, -1.10, 4.81], [0.99, -2.58, 5.22]]
}

[7]
{
  "formula": "C20H34N6O6RuSSe",
  "method": "ωB97M-V with the def2-TZVPD basis set",
  "relative_energy_kj_mol": 199.84,
  "s2": 8.782,
  "charge": 1,
  "multiplicity": 6,
  "homo_ha": [-0.4024, -0.4147],
  "e_lumo_ev": [-2.1, -5.4],
  "species": ["Ru", "N", "C", "C", "N", "C", "C", "N", "H", "H", "H", "H", "H", "H", "H", "H", "H", "H", "H", "H", "H", "Se", "C", "N", "C", "C", "C", "C", "C", "C", "C", "S", "O", "O", "N", "C", "C", "C", "O", "O", "H", "H", "H", "H", "H", "H", "H", "H", "H", "H", "H", "H", "O", "C", "O", "C", "N", "C", "C", "C", "H", "H", "H", "H", "H", "H", "H", "H", "H"],
  "coordinates": [[-0.74, -0.20, -0.18], [-0.83, -2.53, -0.91], [0.16, -3.38, -0.25], [1.50, -2.63, -0.15], [1.38, -1.32, 0.51], [1.53, -1.30, 1.96], [0.22, -1.60, 2.69], [-0.82, -0.66, 2.26], [-1.77, -2.92, -0.83], [-0.62, -2.46, -1.91], [0.34, -4.31, -0.81], [-0.21, -3.65, 0.74], [1.84, -2.45, -1.18], [2.23, -3.26, 0.37], [2.09, -0.72, 0.10], [1.85, -0.29, 2.26], [2.30, -2.01, 2.29], [0.40, -1.54, 3.78], [-0.12, -2.61, 2.46], [-0.59, 0.28, 2.57], [-1.72, -0.91, 2.65], [-3.35, 3.20, -1.45], [-2.97, 1.60, -0.90], [-2.64, 0.54, -0.52], [-6.61, -0.95, 0.04], [-5.62, -1.35, -1.02], [-4.90, -2.53, -0.90], [-4.04, -2.93, -1.91], [-3.89, -2.14, -3.03], [-4.60, -0.96, -3.17], [-5.46, -0.57, -2.16], [-2.90, -2.76, -4.37], [-3.20, -2.04, -5.57], [-2.96, -4.19, -4.35], [-1.29, -2.40, -3.91], [-0.66, -1.30, -4.63], [-0.60, -0.04, -3.78], [0.51, -0.12, -2.72], [1.38, -0.98, -2.76], [0.45, 0.79, -1.83], [-6.51, -1.56, 0.93], [-7.62, -1.08, -0.35], [-6.49, 0.10, 0.31], [-5.04, -3.16, -0.03], [-3.54, -3.89, -1.88], [-4.50, -0.39, -4.08], [-6.05, 0.33, -2.27], [-0.78, -3.27, -4.02], [-1.24, -1.11, -5.54], [0.36, -1.59, -4.91], [-1.55, 0.14, -3.27], [-0.38, 0.82, -4.42], [-1.15, 3.35, 0.10], [-0.06, 2.80, 0.13], [0.27, 1.78, 0.81], [1.15, 3.40, -0.69], [2.25, 2.41, -0.50], [3.39, 3.09, 0.16], [2.69, 4.20, 0.94], [1.66, 4.70, -0.07], [0.85, 3.49, -1.73], [2.47, 1.88, -1.35], [1.72, 1.76, 0.19], [4.07, 3.50, -0.58], [3.94, 2.39, 0.80], [3.37, 4.98, 1.27], [2.18, 3.78, 1.81], [2.15, 5.31, -0.83], [0.86, 5.27, 0.37]]
}

Let's list total energy in order: -6151.62255; -6784.71380; -3623.23950; -2109.82345; -1172.37028; -2223.34717; -4456.75625 Ha.